{"formula": "C16H17ClN4O2", "method": "the ωB97M-V functional and the def2-TZVPD basis", "orbital_gap_ev": 8.4, "spin_multiplicity": 1, "total_energy_ha": -1449.55788, "mol_weight_g_mol": 332.79, "e_lumo_ev": 0.74, "elements": ["C", "O", "C", "C", "C", "C", "C", "C", "O", "C", "C", "C", "C", "C", "C", "C", "Cl", "H", "H", "H", "H", "H", "H", "H", "H", "C", "N", "N", "C", "N", "H", "H", "N", "H", "H", "H", "H", "H", "H", "H"], "positions_angstrom": [[2.1770, 0.2076, 0.0198], [1.2641, -0.8597, -0.0420], [-0.0216, -0.6021, -0.4471], [-0.4102, 0.6102, -0.9893], [-1.7160, 0.8419, -1.4253], [-2.6507, -0.1831, -1.3093], [-2.2790, -1.3899, -0.7580], [-0.9807, -1.6265, -0.3129], [-0.7898, -2.8763, 0.2080], [0.3726, -3.1914, 0.9393], [0.5864, -2.3273, 2.1561], [-0.4651, -1.6207, 2.7250], [-0.2649, -0.7995, 3.8203], [0.9972, -0.6786, 4.3740], [2.0565, -1.3882, 3.8356], [1.8443, -2.2039, 2.7378], [3.1870, -3.0837, 2.0903], [3.0454, -1.3108, 4.2602], [1.1616, -0.0367, 5.2260], [-1.0969, -0.2543, 4.2394], [-1.4516, -1.7158, 2.2970], [0.2173, -4.2319, 1.2512], [1.2597, -3.1535, 0.2977], [-2.9913, -2.1933, -0.6500], [-3.6666, -0.0324, -1.6428], [-2.0841, 2.1180, -1.9989], [-1.2147, 3.0349, -2.1711], [-1.5738, 4.2604, -2.5743], [-1.2313, 4.7835, -3.6830], [-0.6368, 4.1085, -4.7269], [-0.6035, 3.1065, -4.6502], [-0.7010, 4.4874, -5.6554], [-1.4064, 6.1409, -3.8668], [-1.6754, 6.4352, -4.7928], [-1.9348, 6.5755, -3.1271], [-3.1337, 2.2407, -2.2901], [0.2908, 1.4204, -1.0995], [3.0806, -0.2112, 0.4611], [2.4088, 0.5994, -0.9754], [1.8037, 1.0170, 0.6544]], "atomic_forces_ev_per_a": [[0.2, 0.2, 0.0], [-0.6, -0.2, -0.3], [0.2, -0.1, 0.1], [-0.1, 0.0, 0.0], [0.3, -0.8, 0.3], [0.2, 0.4, -0.1], [0.3, -0.2, 0.2], [-0.3, 0.1, -0.1], [-0.2, 0.2, -0.1], [0.5, -0.3, 0.1], [0.0, -0.1, 0.0], [0.0, -0.1, 0.0], [0.0, 0.0, 0.0], [0.0, 0.0, 0.0], [0.0, 0.0, 0.0], [-0.3, 0.1, 0.1], [0.2, -0.1, -0.1], [0.1, 0.0, 0.0], [0.0, 0.1, 0.1], [-0.1, 0.1, 0.0], [-0.1, 0.0, -0.1], [0.1, 0.2, -0.1], [-0.2, -0.1, 0.2], [-0.1, -0.1, 0.0], [-0.1, 0.0, 0.0], [-0.2, 0.9, -0.5], [0.7, -1.0, -0.2], [-1.0, 1.2, 0.4], [0.1, -0.7, -0.2], [0.1, 0.0, 0.2], [-0.1, 0.0, 0.0], [0.1, 0.0, 0.1], [0.0, 0.2, -0.2], [0.0, 0.0, 0.1], [0.0, -0.1, 0.0], [0.1, 0.2, 0.1], [0.1, 0.0, 0.0], [0.0, 0.1, 0.0], [0.0, 0.0, 0.0], [0.0, 0.0, 0.0]]}